{
  "formula": "C5H11NO2",
  "method": "wB97M-V/def2-TZVPD",
  "de_lowest_kj_mol": 305.5,
  "homo_lumo_gap_ev": 9.9,
  "e_homo_ev": -9.293,
  "energy_ev": -10946.1008,
  "largest_force_ev_per_a": 4.930,
  "smiles": "CCN(C=O)CCO",
  "species": ["C", "N", "C", "C", "C", "C", "O", "O", "H", "H", "H", "H", "H", "H", "H", "H", "H", "H", "H"],
  "positions_angstrom": [[1.645, -0.413, -1.137], [0.407, -0.086, -0.487], [-0.833, -0.763, -0.878], [-1.602, 0.311, -1.753], [0.695, 0.135, 1.026], [-0.572, 0.690, 1.658], [-1.576, -0.147, 2.275], [2.614, 0.262, -0.858], [1.510, -1.215, -1.846], [-0.550, -1.760, -1.386], [-1.537, -1.044, 0.024], [-2.644, -0.023, -2.072], [-0.880, 0.395, -2.620], [-1.831, 1.294, -1.134], [1.031, -0.815, 1.343], [1.547, 0.736, 1.211], [-0.286, 1.199, 2.534], [-1.133, 1.414, 0.990], [-2.384, -0.266, 1.544]],
  "forces_ev_per_angstrom": [[-2.16, 2.52, 1.82], [2.36, -0.75, 1.31], [-1.27, -0.19, 0.95], [-0.55, -0.46, 0.31], [-2.60, -0.58, -2.52], [-1.20, 0.71, 0.25], [-3.04, -1.16, -3.71], [0.24, -1.41, -0.76], [0.55, -0.45, -0.79], [-0.82, 1.58, 0.31], [1.88, 0.33, -1.56], [1.46, 0.10, 0.06], [-1.35, 0.84, 0.68], [1.13, -1.93, -1.41], [-0.26, -1.26, 1.08], [0.42, 1.23, -0.44], [0.76, 1.24, 0.81], [1.18, -0.67, 0.52], [3.25, 0.33, 3.09]]
}